No. 1
This record from OMol25 describes one molecule with the formula C4H2S in a non-equilibrium geometry. The level of theory is the ωB97M-V functional and the def2-TZVPD basis.

```
! wB97M-V def2-TZVPD RIJCOSX def2/J DEFGRID3
* xyz 0 1
C 1.628 0.122 -1.200
C 0.631 -0.252 -0.519
C -0.784 -0.661 0.395
C -1.427 0.389 0.816
S -2.070 1.685 1.345
H 2.609 0.347 -1.533
H -0.588 -1.630 0.696
*
```

Its SMILES is C#CC=C=S. The value obtained for the total energy is -551.6319 hartree. The HOMO energy is -8.8687 eV. The value obtained for the energy above the lowest of the compared OMol25 structures with the same formula, charge and spin is 33.99 kcal/mol. For the gap between HOMO and LUMO, the calculation gives 0.293 Eh.


No. 2
This record from OMol25 describes C3H8N3 as an isolated structure in a non-equilibrium geometry. The level of theory is the ωB97M-V functional and the def2-TZVPD basis.

```
! wB97M-V def2-TZVPD RIJCOSX def2/J DEFGRID3
* xyz 1 1
C -2.293 0.004 -0.466
C -1.375 0.698 0.477
C 0.993 -0.393 0.444
N -1.977 -1.107 0.011
N 2.088 -0.569 -0.307
N -0.050 0.670 -0.174
H -2.899 0.519 -1.166
H -1.454 0.785 1.619
H 1.276 -0.022 1.389
H 0.372 -1.307 0.624
H 2.139 -1.094 -1.134
H 3.024 -0.441 0.012
H -0.124 0.518 -1.218
H 0.279 1.738 -0.111
*
```

The value obtained for the total energy is -282.9763 hartree. The HOMO energy is -14.1867 eV. The value obtained for the energy above the lowest of the compared OMol25 structures with the same formula, charge and spin is 117.66 kcal/mol. For the gap between HOMO and LUMO, the calculation gives 0.359 Eh.